{"formula": "C5H7P", "method": "the ωB97M-V functional and the def2-TZVPD basis", "species": ["C", "C", "C", "C", "C", "P", "H", "H", "H", "H", "H", "H", "H"], "positions_angstrom": [[-0.697, -0.721, -1.170], [-0.374, -1.676, -0.309], [0.127, 0.393, -0.596], [0.541, 1.593, -0.967], [0.576, -0.565, 0.566], [0.152, 0.059, 2.235], [-1.187, -0.834, -2.062], [-0.761, -2.491, 0.182], [1.191, 2.185, -0.398], [0.182, 2.060, -2.033], [1.731, -0.561, 0.448], [-0.985, -0.642, 2.439], [-0.496, 1.198, 1.664]], "atomic_forces_ev_per_a": [[1.7, 0.6, 0.8], [2.5, 4.3, 2.8], [0.1, -1.7, -0.2], [-2.1, 0.3, -3.7], [0.6, -0.1, -2.5], [1.0, 1.1, -0.1], [-1.6, 0.2, -2.0], [-0.7, -2.4, 0.0], [0.9, 0.7, 0.8], [0.8, -1.2, 2.9], [-1.8, -0.9, 0.3], [-1.4, -0.8, 0.2], [-0.1, -0.2, 0.6]], "e_tot_ev": -14582.9708, "orbital_gap_ha": 0.363, "e_above_lowest_kcal_mol": 62.9}



{"formula": "C3H4Cl2", "method": "the ωB97M-V functional and the def2-TZVPD basis", "species": ["C", "C", "C", "Cl", "Cl", "H", "H", "H", "H"], "positions_angstrom": [[1.531, 0.947, 0.556], [0.685, 0.278, -0.541], [0.048, 1.090, 0.295], [-2.251, -2.265, -0.890], [-1.347, 1.639, 0.983], [1.680, 0.296, 1.409], [2.108, 1.841, 0.510], [0.691, -0.701, -1.033], [-3.146, -3.124, -1.290]], "atomic_forces_ev_per_a": [[-2.1, -0.6, 0.6], [-0.8, 0.9, 1.7], [2.3, -1.9, -2.0], [-0.5, -0.4, -0.2], [-0.9, 0.3, 0.3], [0.7, 0.2, 0.3], [0.8, 0.3, -0.7], [-0.1, 0.9, -0.2], [0.5, 0.5, 0.2]], "e_tot_ev": -28217.6375, "orbital_gap_ha": 0.359, "e_above_lowest_kcal_mol": 58.2}